(1)
Entry from OMol25: CH3BrOS in the gas phase in a non-equilibrium geometry (the ωB97M-V functional and the def2-TZVPD basis).

Calculated values
max |F| = 0.08863 hartree/bohr
HOMO (alpha / beta) = -10.125 / -10.125 eV
lowest unoccupied orbital energy (alpha / beta) = -0.070 / -0.070 Ha
total charge = 0
2S+1 = 1

Cartesian coordinates (Å):
C -0.69781 -0.30753 -0.11033
O 0.41061 1.85187 0.51452
S 0.54401 0.96252 -0.60864
Br 2.38771 -0.83300 0.00244
H -1.52629 0.22352 0.13170
H -0.16842 -0.65516 0.82974
H -0.94981 -1.24222 -0.75943

Atoms 1-6, force components in eV/Å:
3.0 -3.4 -0.4
0.2 0.9 0.4
0.6 -2.7 0.2
-1.0 1.3 -0.6
-2.6 1.7 0.6
-1.0 0.2 -1.0


(2)
Entry from OMol25: a molecular structure, CH3BrOS in a non-equilibrium geometry (the ωB97M-V functional and the def2-TZVPD basis).

Calculated values
max |F| = 0.08820 hartree/bohr
HOMO (alpha / beta) = -9.783 / -9.785 eV
lowest unoccupied orbital energy (alpha / beta) = -0.040 / -0.040 Ha
total charge = 0
2S+1 = 1

Cartesian coordinates (Å):
C -0.05003 0.15224 -0.25912
O 0.69700 -2.07174 -2.24422
S 0.52225 0.10197 -2.01415
Br -1.39179 0.61372 -2.84980
H -0.87066 0.77473 -0.18076
H 0.76663 0.53671 0.25035
H -0.12527 -0.97679 -0.10006

Atoms 1-6, force components in eV/Å:
1.4 -3.7 -1.8
-0.4 4.5 0.6
0.0 -3.9 0.0
-0.2 0.0 -0.6
-1.8 0.8 0.2
1.5 0.7 1.3


(3)
Entry from OMol25: 2 unconnected molecules or ions with the total composition CH3BrS in a non-equilibrium geometry (the ωB97M-V functional and the def2-TZVPD basis).

Calculated values
max |F| = 0.12320 hartree/bohr
HOMO = -8.591 eV
lowest unoccupied orbital energy = -0.063 Ha
total charge = 0
2S+1 = 1

Cartesian coordinates (Å):
C -0.01245 0.07825 -0.02397
S -2.49620 1.32327 0.07677
Br -3.71140 -0.37812 -0.02209
H -0.46067 -0.65733 -0.77513
H -0.09336 -0.21359 0.98585
H 0.81636 0.61886 -0.15688

Force components x, y, z for each atom (eV/Å):
-5.8 -2.6 -0.6
3.1 0.4 -0.1
-0.7 -1.2 -0.1
1.0 1.4 1.1
-0.5 -0.5 1.0
2.7 2.5 -1.4


(4)
Entry from OMol25: CH3Cl2NO in the gas phase in a non-equilibrium geometry (the ωB97M-V functional and the def2-TZVPD basis).

Calculated values
max |F| = 0.08318 hartree/bohr
HOMO = -10.467 eV
lowest unoccupied orbital energy = 0.023 Ha
total charge = 0
SMILES string = NC(O)(Cl)Cl
2S+1 = 1

Cartesian coordinates (Å):
N 0.26603 0.68223 0.64414
C 0.17383 -0.70004 0.44665
O -0.40659 -0.95177 -0.72325
Cl 1.90564 -1.67381 0.30020
Cl -0.72906 -1.56958 1.75973
H 0.17195 1.24727 1.48100
H 0.69499 1.13108 -0.10657
H -0.27482 -1.83187 -0.86218

Atoms 1-6, force components in eV/Å:
-0.5 -1.4 0.8
0.2 0.7 1.4
-0.6 3.7 -0.1
-0.8 0.7 0.4
0.5 0.6 0.0
0.1 -1.1 0.0


(5)
Entry from OMol25: CH3Cl2OPS in the gas phase (the ωB97M-V functional and the def2-TZVPD basis).

Calculated values
max |F| = 0.01849 hartree/bohr
HOMO (alpha / beta) = -8.963 / -8.773 eV
lowest unoccupied orbital energy (alpha / beta) = -0.037 / -0.072 Ha
total charge = 0
2S+1 = 1

Cartesian coordinates (Å):
C 1.78885 0.92763 0.68250
O -4.29046 -1.20029 0.13251
P -3.30615 -0.07398 0.72281
S -1.40685 -0.76206 0.11025
Cl 0.23492 0.83020 1.17630
Cl -3.62092 1.43114 -0.64182
H 2.00203 1.47682 -0.22194
H 2.45814 0.13214 0.96798
H -4.16633 -1.42964 -0.79397

Atoms 1-6, force components in eV/Å:
0.4 -0.3 -0.6
-0.1 -0.4 0.0
0.5 0.2 0.7
-0.5 -0.7 -0.5
-0.1 0.5 0.7
-0.1 0.5 -0.4


(6)
Entry from OMol25: CH3Cl2P in the gas phase in a non-equilibrium geometry (the ωB97M-V functional and the def2-TZVPD basis).

Calculated values
max |F| = 0.04311 hartree/bohr
HOMO = -9.759 eV
lowest unoccupied orbital energy = 0.013 Ha
total charge = 0
SMILES string = ClCPCl
2S+1 = 1

Cartesian coordinates (Å):
Cl 2.05774 0.92205 0.34888
C 0.54793 0.35164 -0.27976
P -0.31177 -1.01583 0.54890
Cl -2.07821 -0.96525 -0.55687
H -0.03738 1.20223 -0.31236
H 0.87299 -0.04865 -1.26837
H -1.05130 -0.44620 1.51958

Atoms 1-6, force components in eV/Å:
1.3 0.1 1.2
0.9 -1.2 -1.3
0.2 -1.9 -0.6
0.2 -0.1 -0.5
-1.5 1.5 -0.7
-1.0 0.4 0.4


(7)
Entry from OMol25: a molecular structure, CH3Cl2P in a non-equilibrium geometry (the ωB97M-V functional and the def2-TZVPD basis).

Calculated values
max |F| = 0.06733 hartree/bohr
HOMO = -9.043 eV
lowest unoccupied orbital energy = 0.008 Ha
total charge = 0
2S+1 = 1

Cartesian coordinates (Å):
C 0.11569 0.96092 -0.27147
P -1.43811 -0.71078 -0.82596
Cl -0.98800 2.35782 -0.08303
Cl -2.91120 -0.38304 0.43390
H 0.74797 1.41982 -1.04103
H 0.48763 0.44954 0.60071
H -0.88706 -1.49755 0.13890

Atoms 1-6, force components in eV/Å:
-3.0 -0.8 -1.5
2.7 1.7 -1.3
0.1 -0.1 0.9
-1.6 0.9 1.0
0.3 -1.5 0.2
0.4 0.8 0.4


(8)
Entry from OMol25: 2 unconnected molecules or ions with the total composition CH3Cl2P in a non-equilibrium geometry (the ωB97M-V functional and the def2-TZVPD basis).

Calculated values
max |F| = 0.03143 hartree/bohr
HOMO (alpha / beta) = -6.672 / -6.163 eV
lowest unoccupied orbital energy (alpha / beta) = -0.102 / -0.116 Ha
total charge = 0
2S+1 = 1

Cartesian coordinates (Å):
C -1.64541 0.30995 -0.16885
P 2.64432 -0.82302 -0.28743
Cl 3.06511 1.06583 0.20422
Cl 0.96976 -1.15434 0.83064
H -1.45541 1.01791 -0.95700
H -1.28271 0.06699 0.84314
H -2.29566 -0.48333 -0.46473

Atoms 1-6, force components in eV/Å:
0.0 -1.5 0.6
-0.3 -0.7 -0.3
0.2 0.8 0.2
0.0 -0.2 0.1
0.5 0.5 0.6
0.1 1.4 -0.8


Relative energy (zero: lowest compared OMol25 entry of this formula, charge and spin) per entry: 16.9 93.1 64.2 19.3 98.7 32.2 62.5 130.7 kcal per mole
E per entry: -3087.2862 -3087.1647 -3011.9816 -1090.2720 -1775.0059 -1301.6293 -1301.5811 -1301.4725 a.u.